No. 1
An isolated molecule of C17H27NO3 at a distorted geometry, computed with ωB97M-V/def2-TZVPD.

HOMO, eV: -8.14
Relative energy (zero: lowest compared OMol25 entry of this formula, charge and spin), kcal/mol: 398.5
Lowest unoccupied orbital energy, eV: 0.73
HOMO-LUMO gap, eV: 8.9

CARTESIAN COORDINATES (ANGSTROEM)
C (3.8557, 3.2761, -0.0857)
H (3.1823, 3.6194, 0.5139)
O (4.2305, 1.9986, -0.0207)
C (3.1363, 0.9741, -0.2990)
C (1.8199, 1.1850, -0.7938)
C (0.7960, 0.2954, -0.8766)
C (1.1201, -1.0719, -0.6774)
C (2.4747, -1.3108, -0.5819)
C (3.3917, -0.3251, -0.2531)
O (4.7805, -0.7344, 0.1905)
C (5.0613, -0.1375, 1.5333)
H (5.0223, 0.8419, 1.5564)
H (4.4733, -0.9762, 2.1410)
H (6.1491, -0.6396, 1.6832)
O (2.6618, -2.6958, -0.5604)
C (3.8571, -3.2880, -0.0250)
H (3.8314, -4.4854, -0.2798)
H (4.6717, -2.9178, -0.7229)
H (4.3241, -2.9965, 0.8279)
H (0.4620, -1.6675, -0.9541)
C (-0.5893, 0.7663, -1.4367)
N (-1.6268, -0.1124, -0.7379)
H (-1.4517, -0.1953, 0.1683)
C (-2.9409, 0.0856, -1.1204)
C (-3.7150, -1.0689, -1.3498)
C (-3.7726, -1.7271, 0.3133)
C (-4.4595, -0.9379, 1.3047)
C (-3.4436, 0.4744, 1.7446)
H (-2.5989, -0.2123, 2.0676)
C (-3.2606, 1.4706, 0.9033)
H (-2.2681, 2.0038, 0.9097)
C (-3.5904, 1.2420, -0.7833)
H (-4.6019, 1.2177, -0.8067)
H (-3.2527, 2.0364, -1.2123)
H (-4.0046, 2.2446, 1.1448)
H (-3.7716, 0.9039, 2.7799)
H (-5.3250, -0.2783, 0.6958)
H (-4.8041, -1.2918, 2.4520)
H (-2.8975, -2.0217, 0.7120)
H (-4.6060, -2.5113, 0.3843)
H (-4.6266, -1.1306, -1.3611)
H (-3.3862, -1.9552, -1.4633)
H (-2.9439, 0.1772, -2.3485)
H (-0.8009, 1.6543, -0.9627)
H (-0.6958, 0.8561, -2.5148)
H (1.6698, 2.3362, -0.7322)
H (3.5902, 3.3892, -1.1572)
H (4.8724, 3.6406, 0.0907)

---

No. 2
A cluster of 2 separate species, C5H7F2N3 in total at a distorted geometry, computed with ωB97M-V/def2-TZVPD.

HOMO, eV: -9.49
Lowest unoccupied orbital energy, eV: 0.16
HOMO-LUMO gap, eV: 9.7

CARTESIAN COORDINATES (ANGSTROEM)
C (3.9429, -0.8512, -0.2953)
C (2.2498, 0.3050, -0.0797)
C (-2.1784, 0.0228, -0.3550)
C (-0.8443, 0.0717, 0.3997)
C (0.0267, 1.1838, -0.0850)
N (2.5958, -0.9013, -0.4283)
N (4.4081, 0.3076, 0.1111)
N (3.2989, 1.0600, 0.2480)
F (0.1673, 2.2564, 0.7012)
F (-0.0935, 1.5894, -1.3434)
H (4.5760, -1.6875, -0.5063)
H (-2.0138, -0.2625, -1.3889)
H (-2.6769, 0.9892, -0.3333)
H (-2.8300, -0.7117, 0.1122)
H (-0.3259, -0.8796, 0.2706)
H (-1.0047, 0.2293, 1.4681)
H (3.3424, 2.0187, 0.5527)

---

No. 3
A structure of composition C24H34N5O2S3Sm at a distorted geometry, computed with ωB97M-V/def2-TZVPD.

HOMO (alpha / beta), eV: -14.36 / -14.37
Total charge: +2
Relative energy (zero: lowest compared OMol25 entry of this formula, charge and spin), kcal/mol: 10.9
Lowest unoccupied orbital energy (alpha / beta), eV: -5.98 / -4.90
HOMO-LUMO gap (alpha / beta), eV: 8.4 / 9.5
Spin multiplicity: 6

CARTESIAN COORDINATES (ANGSTROEM)
Sm (-0.3243, -0.4204, 0.1963)
C (2.5422, -0.1833, 2.7993)
C (1.5830, -0.8926, 3.7437)
S (-0.1397, -0.8911, 3.1953)
C (-0.6226, -2.6171, 3.4440)
C (0.1536, -3.6471, 2.6321)
S (0.2757, -3.3057, 0.8512)
C (2.0439, -3.4882, 0.5555)
C (2.9796, -2.5425, 1.3010)
S (2.5875, -0.7856, 1.0972)
H (3.5543, -0.2230, 3.2027)
H (2.2907, 0.8753, 2.7063)
H (1.6282, -0.4024, 4.7161)
H (1.8850, -1.9248, 3.9065)
H (-1.6797, -2.6374, 3.1875)
H (-0.5308, -2.8462, 4.5063)
H (-0.3246, -4.6186, 2.7531)
H (1.1719, -3.7535, 3.0031)
H (2.1562, -3.3760, -0.5241)
H (2.3239, -4.5184, 0.7803)
H (3.9977, -2.6982, 0.9452)
H (2.9904, -2.7608, 2.3671)
O (-2.7794, -2.3426, 1.1755)
C (-2.7505, -1.2938, 0.5292)
N (-2.3244, -1.1076, -0.7446)
C (-2.1652, -2.3338, -1.5419)
C (-0.8686, -2.3924, -2.3104)
C (-0.7395, -3.2153, -3.4238)
C (0.4674, -3.2714, -4.0902)
C (1.5310, -2.4877, -3.6477)
C (1.3326, -1.6924, -2.5461)
N (0.1608, -1.6483, -1.8842)
C (-3.0477, -0.0075, 1.2897)
C (-4.2248, 0.1649, 1.9915)
C (-4.4032, 1.3620, 2.6652)
C (-3.3994, 2.3231, 2.6394)
C (-2.2391, 2.0508, 1.9453)
N (-2.0718, 0.9059, 1.2756)
H (-2.9857, -2.3897, -2.2602)
H (-2.2350, -3.2281, -0.9155)
H (-1.5886, -3.7975, -3.7572)
H (0.5816, -3.9097, -4.9570)
H (2.4865, -2.4908, -4.1527)
H (2.1257, -1.0559, -2.1678)
H (-4.9744, -0.6142, 1.9955)
H (-5.3212, 1.5478, 3.2076)
H (-3.5128, 3.2667, 3.1542)
H (-1.4210, 2.7592, 1.9112)
C (1.9581, 3.7620, 0.5608)
N (1.2232, 3.7377, -0.6977)
C (1.2587, 4.9524, -1.5191)
C (1.2816, 4.5691, -2.9806)
C (0.0709, 3.7190, -3.2867)
N (-0.0962, 2.6602, -2.2757)
C (-0.9805, 1.5614, -2.6359)
C (0.5398, 2.6612, -1.0967)
O (0.4766, 1.6337, -0.3291)
H (3.0159, 3.9427, 0.3697)
H (1.8466, 2.8179, 1.0778)
H (1.5777, 4.5620, 1.1966)
H (2.1523, 5.5060, -1.2386)
H (0.3934, 5.5794, -1.2876)
H (2.1964, 4.0122, -3.1951)
H (1.2793, 5.4553, -3.6128)
H (0.1691, 3.2328, -4.2572)
H (-0.8397, 4.3222, -3.3111)
H (-0.4393, 0.7354, -3.1000)
H (-1.7147, 1.9328, -3.3486)
H (-1.5448, 1.2006, -1.7785)

---

No. 4
An isolated molecule of C6H13N at a distorted geometry, computed with ωB97M-V/def2-TZVPD.

HOMO, eV: -6.06
Relative energy (zero: lowest compared OMol25 entry of this formula, charge and spin), kcal/mol: 138.1
Lowest unoccupied orbital energy, eV: -1.49
HOMO-LUMO gap, eV: 4.6

CARTESIAN COORDINATES (ANGSTROEM)
C (2.4690, -0.3283, -0.9622)
C (1.4056, -0.6225, -0.0269)
C (-0.1505, 0.0407, -0.4029)
C (-1.9210, 1.2566, 0.7046)
C (-1.2363, -0.0280, 0.5506)
C (-2.0498, -1.2747, 0.3429)
N (3.2327, 0.9112, -0.7728)
H (3.1325, -1.1812, -1.0897)
H (-1.2538, 2.0577, 1.0720)
H (1.5674, -0.1144, 0.9291)
H (1.0975, -1.6296, 0.2463)
H (0.0998, 1.0797, -0.6395)
H (-0.3580, -0.5141, -1.3183)
H (-2.4300, 1.7259, -0.1818)
H (-2.8050, 1.2203, 1.3815)
H (-2.5806, -1.3072, -0.6405)
H (-1.4887, -2.2126, 0.2743)
H (-2.9056, -1.3884, 1.0320)
H (2.4943, 1.5961, -0.6219)
H (3.6809, 0.7128, 0.1232)

---

No. 5
A structure of composition C21H30Cl3N2OSSi3Zr, computed with ωB97M-V/def2-TZVPD.

HOMO, eV: -11.54
Total charge: +1
Relative energy (zero: lowest compared OMol25 entry of this formula, charge and spin), kcal/mol: 21.4
Lowest unoccupied orbital energy, eV: -3.50
HOMO-LUMO gap, eV: 8.0

CARTESIAN COORDINATES (ANGSTROEM)
Zr (-0.7239, -0.8443, -0.2419)
Cl (1.9827, -7.4200, -0.1863)
C (1.3773, -5.8496, 0.1990)
C (1.4952, -4.8342, -0.7341)
C (0.9952, -3.6023, -0.3784)
Cl (1.1033, -2.2628, -1.5378)
C (0.3850, -3.3305, 0.8348)
O (-0.0928, -2.0874, 1.1078)
C (0.2844, -4.3750, 1.7437)
Cl (-0.4840, -4.0988, 3.2608)
C (0.7763, -5.6301, 1.4303)
H (1.9528, -5.0049, -1.6976)
H (0.6843, -6.4360, 2.1445)
C (3.2051, 2.4563, 0.2992)
Si (2.4001, 0.8825, -0.3044)
C (3.1606, -0.5544, 0.6339)
C (2.8494, 0.7381, -2.1154)
C (0.5210, 0.9829, -0.0671)
Si (0.0440, 1.3696, 1.7134)
C (1.2955, 0.8201, 2.9585)
C (-0.3950, 3.1558, 1.9403)
C (-1.5562, 0.4051, 2.1839)
Si (-0.3705, 1.8779, -1.4081)
C (0.1323, 3.5810, -1.8984)
C (-0.5331, 0.7039, -2.8869)
C (-2.2149, 1.7778, -0.9155)
C (-3.2129, 2.7239, -1.0880)
C (-4.5373, 2.3755, -0.8656)
C (-4.8498, 1.0750, -0.5007)
C (-3.8248, 0.1651, -0.3554)
N (-2.5433, 0.5100, -0.5406)
H (4.2878, 2.3192, 0.3694)
H (2.8491, 2.7709, 1.2822)
H (3.0221, 3.2826, -0.3937)
H (3.8006, -1.1409, -0.0302)
H (2.4382, -1.2354, 1.0866)
H (3.7887, -0.1756, 1.4437)
H (2.8157, 1.7139, -2.6103)
H (2.2439, 0.0509, -2.7050)
H (3.8824, 0.3828, -2.1730)
H (2.2765, 1.2728, 2.8151)
H (1.4183, -0.2643, 2.9620)
H (0.9304, 1.1191, 3.9452)
H (0.5048, 3.7766, 1.9264)
H (-0.8908, 3.2953, 2.9050)
H (-1.0706, 3.5244, 1.1636)
H (-1.7293, -0.6173, 1.8118)
H (-2.4396, 0.9914, 1.9430)
H (-1.5229, 0.2391, 3.2630)
H (1.2187, 3.6839, -1.8565)
H (-0.2896, 4.3330, -1.2268)
H (-0.1919, 3.7998, -2.9181)
H (0.3650, 0.6400, -3.4988)
H (-1.3630, 1.0436, -3.5110)
H (-0.8151, -0.3361, -2.6339)
H (-2.9525, 3.7288, -1.3961)
H (-5.3239, 3.1091, -0.9873)
H (-5.8713, 0.7618, -0.3384)
H (-4.0173, -0.8656, -0.0878)
S (-2.5192, -4.8956, -0.8807)
C (-2.2005, -3.3701, -1.1116)
N (-1.9504, -2.2083, -1.2857)

---

No. 6
An isolated molecule of C25H27ClN6O3 at a distorted geometry, computed with ωB97M-V/def2-TZVPD.

HOMO, eV: -7.24
Relative energy (zero: lowest compared OMol25 entry of this formula, charge and spin), kcal/mol: 0.0
Lowest unoccupied orbital energy, eV: 0.51
HOMO-LUMO gap, eV: 7.7

CARTESIAN COORDINATES (ANGSTROEM)
C (-2.1682, -1.1639, 2.7486)
C (-1.3099, -0.2510, 2.3209)
C (0.0658, -0.5172, 1.8184)
O (0.9708, 0.2612, 2.0306)
N (0.1849, -1.6996, 1.1448)
C (1.2965, -2.2393, 0.4971)
C (1.1225, -3.4114, -0.2385)
C (2.1957, -3.9836, -0.8934)
C (3.4440, -3.3883, -0.8518)
C (3.6107, -2.2130, -0.1311)
C (2.5525, -1.6496, 0.5664)
H (2.6833, -0.7485, 1.1382)
O (4.8825, -1.6689, -0.1024)
C (5.0167, -0.3389, -0.1962)
N (3.9718, 0.3957, -0.4987)
C (4.1061, 1.7220, -0.5391)
N (5.2584, 2.3743, -0.3488)
C (6.3240, 1.6359, -0.1007)
C (6.2750, 0.2548, -0.0010)
Cl (7.6676, -0.6948, 0.3575)
H (7.2534, 2.1697, 0.0414)
N (3.0054, 2.4620, -0.7802)
C (1.7033, 1.9465, -0.8425)
C (1.3965, 0.7863, -1.5286)
C (0.1073, 0.2868, -1.5504)
C (-0.9202, 0.9351, -0.8694)
C (-0.6138, 2.1268, -0.1987)
C (0.6699, 2.6369, -0.1860)
O (1.0422, 3.7962, 0.4371)
C (0.1006, 4.4600, 1.2412)
H (-0.7466, 4.8290, 0.6526)
H (0.6296, 5.3071, 1.6757)
H (-0.2636, 3.8120, 2.0441)
H (-1.3907, 2.6342, 0.3490)
N (-2.2062, 0.4065, -0.7683)
C (-3.3564, 1.2643, -0.9674)
C (-4.5553, 0.6909, -0.2186)
N (-4.8522, -0.6321, -0.7326)
C (-6.0445, -1.1918, -0.1376)
H (-5.9552, -1.3252, 0.9526)
H (-6.2478, -2.1610, -0.5907)
H (-6.8858, -0.5306, -0.3388)
C (-3.6999, -1.4904, -0.5482)
C (-2.4855, -0.9165, -1.2791)
H (-1.6291, -1.5667, -1.1006)
H (-2.6994, -0.8949, -2.3595)
H (-3.9335, -2.4774, -0.9555)
H (-3.4521, -1.6008, 0.5253)
H (-5.4267, 1.3302, -0.3780)
H (-4.3302, 0.6631, 0.8633)
H (-3.1480, 2.2716, -0.6134)
H (-3.6096, 1.3179, -2.0386)
H (-0.0801, -0.6122, -2.1141)
H (2.1794, 0.2618, -2.0483)
H (3.0871, 3.4466, -0.5678)
H (4.2865, -3.8167, -1.3704)
H (2.0569, -4.8962, -1.4531)
H (0.1464, -3.8741, -0.2923)
H (-0.6698, -2.2233, 1.0174)
H (-1.5386, 0.8017, 2.3982)
H (-3.1246, -0.8884, 3.1628)
H (-1.9498, -2.2207, 2.7474)

---

No. 7
An isolated molecule of C5H6O2, computed with ωB97M-V/def2-TZVPD.

HOMO, eV: -9.00
Relative energy (zero: lowest compared OMol25 entry of this formula, charge and spin), kcal/mol: 90.8
Lowest unoccupied orbital energy, eV: 0.41
HOMO-LUMO gap, eV: 9.4

CARTESIAN COORDINATES (ANGSTROEM)
O (1.7012, -1.4664, -0.7417)
C (0.6790, -1.6545, -0.1264)
C (-0.5568, -0.8402, -0.4074)
O (-1.5489, -0.8154, 0.6528)
C (-1.7289, 0.5081, 0.6257)
C (0.5897, 1.3777, 0.4253)
C (-0.5481, 0.6982, -0.3506)
H (0.5917, -2.4457, 0.6452)
H (-1.0305, -1.2457, -1.3089)
H (0.3436, 1.4301, 1.4926)
H (0.7276, 2.4046, 0.0807)
H (1.5380, 0.8483, 0.3109)
H (-0.7575, 1.2009, -1.2981)

---

No. 8
A structure of composition C3H4O2 at a distorted geometry, computed with ωB97M-V/def2-TZVPD.

HOMO, eV: -8.80
Relative energy (zero: lowest compared OMol25 entry of this formula, charge and spin), kcal/mol: 133.7
Lowest unoccupied orbital energy, eV: 0.20
HOMO-LUMO gap, eV: 9.0

CARTESIAN COORDINATES (ANGSTROEM)
O (-1.1660, -0.4841, 0.1526)
C (-0.7393, -1.5404, 0.8357)
C (0.1551, -0.2917, -0.3969)
C (0.4537, 1.1175, -0.4389)
O (1.2255, 0.2363, 0.3789)
H (-1.0756, -1.3250, 1.8615)
H (0.4047, -1.0190, -1.1647)
H (0.9244, 1.4885, -1.3354)
H (-0.1825, 1.8180, 0.1072)